Entry 1:
Entry from the OMol25 dataset: 2 unconnected molecules or ions with the total composition CH7N2O2 (the ωB97M-V functional and the def2-TZVPD basis).

Geometry as ORCA input:
```
! wB97M-V def2-TZVPD RIJCOSX def2/J DEFGRID3
* xyz 1 1
H -1.447 0.742 -2.222
H 0.449 0.671 -0.197
H -0.345 1.748 -1.950
H -0.064 0.405 -2.827
H -0.496 -2.422 1.877
N -0.553 -1.833 1.030
O 1.192 1.295 1.499
N -0.479 0.776 -2.013
H 1.132 1.151 2.470
O 0.302 -0.673 1.413
C 0.612 0.378 0.826
H -0.302 -2.239 0.093
*
```

Results
Orbital gap = 10.4 eV


Entry 2:
Entry from the OMol25 dataset: CH7N2O2P in the gas phase (the ωB97M-V functional and the def2-TZVPD basis).

Geometry as ORCA input:
```
! wB97M-V def2-TZVPD RIJCOSX def2/J DEFGRID3
* xyz 0 3
H -0.953 -0.120 2.408
H 1.034 1.847 -0.192
N -0.432 0.300 1.650
O -1.989 -1.228 0.180
C -0.227 0.581 -1.144
N 1.037 1.241 -1.004
H 0.431 -2.560 -0.164
H 1.773 0.554 -0.884
H -0.237 -0.016 -2.059
H 0.542 0.405 1.901
O 0.758 -1.774 0.274
P -0.703 -0.547 0.245
H -1.033 1.317 -1.209
*
```

Results
Orbital gap (spin up / spin down) = 4.5 / 6.9 eV


Entry 3:
Entry from the OMol25 dataset: 2 unconnected molecules or ions with the total composition CH7N2S (the ωB97M-V functional and the def2-TZVPD basis).

Geometry as ORCA input:
```
! wB97M-V def2-TZVPD RIJCOSX def2/J DEFGRID3
* xyz -1 1
H -0.866 -0.874 -0.716
C 0.103 -0.860 0.933
H -0.769 2.505 -2.583
H 0.602 -1.508 1.649
H 0.360 1.040 0.161
H -0.807 -0.465 1.396
S -1.488 2.326 -1.463
N -0.261 -1.590 -0.309
H 1.629 0.681 1.183
N 0.902 0.303 0.597
H 0.595 -1.557 -0.849
*
```

Results
Orbital gap = 6.9 eV


Entry 4:
Entry from the OMol25 dataset: 2 unconnected molecules or ions with the total composition CH7N2S (the ωB97M-V functional and the def2-TZVPD basis).

Geometry as ORCA input:
```
! wB97M-V def2-TZVPD RIJCOSX def2/J DEFGRID3
* xyz -1 1
H 0.438 -1.923 -0.594
H -1.341 -1.506 0.551
C 0.799 -1.606 0.390
N 1.657 -0.416 0.361
H -0.450 -0.561 1.538
H 1.160 0.308 -0.040
H 1.776 -0.016 1.327
N -0.474 -1.492 1.131
H 1.394 -2.407 0.894
H -0.978 2.881 -0.516
S -0.942 1.638 -0.997
*
```

Results
Orbital gap = 7.2 eV


Q: Number 4 is which compound?
A: CH7N2S


Q: Which formula does entry 3 have?
A: CH7N2S


Please write out number 3 again, unchanged.
Entry from the OMol25 dataset: 2 unconnected molecules or ions with the total composition CH7N2S (the ωB97M-V functional and the def2-TZVPD basis).

Geometry as ORCA input:
```
! wB97M-V def2-TZVPD RIJCOSX def2/J DEFGRID3
* xyz -1 1
H -0.866 -0.874 -0.716
C 0.103 -0.860 0.933
H -0.769 2.505 -2.583
H 0.602 -1.508 1.649
H 0.360 1.040 0.161
H -0.807 -0.465 1.396
S -1.488 2.326 -1.463
N -0.261 -1.590 -0.309
H 1.629 0.681 1.183
N 0.902 0.303 0.597
H 0.595 -1.557 -0.849
*
```

Results
Orbital gap = 6.9 eV